(P)
DFT (the ωB97M-V functional and the def2-TZVPD basis) results for a single C5H10N2O molecule.

Calculated values
* structure (SMILES): C/C=N\N=C/CCO
* E_HOMO: -9.26 eV
* Kohn-Sham gap: 9.256 eV

```
! wB97M-V def2-TZVPD RIJCOSX def2/J DEFGRID3
* xyz 0 1
C -3.30452 -0.14557 0.08032
C -1.93712 -0.82667 -0.11754
C 0.83916 1.36241 -0.38654
C 1.79801 0.57347 0.51258
C 2.47023 -0.52169 -0.18208
H -4.16988 -0.66187 -0.54085
H -3.47476 -0.16329 1.18838
H -3.00964 1.03033 -0.14323
H -2.06409 -1.82552 -0.02104
H 0.92930 2.40248 -0.79227
H 2.75454 1.26832 0.56533
H 1.44891 0.70134 1.71403
H 3.41205 -0.48020 0.52231
H 2.64946 -0.10212 -1.23092
H 0.81225 -1.36471 -0.19959
N -0.59957 -0.46319 -0.19289
N -0.40820 0.93609 -0.51544
O 1.85385 -1.71959 -0.26059
*
```



(Q)
DFT (the ωB97M-V functional and the def2-TZVPD basis) results for a molecular structure, C5H10N2O.

Calculated values
* E_HOMO: -8.64 eV
* Kohn-Sham gap: 9.519 eV

```
! wB97M-V def2-TZVPD RIJCOSX def2/J DEFGRID3
* xyz 0 1
C 1.39813 -1.04752 1.06052
C 0.09008 -0.09984 -1.84161
C 0.17881 -0.16706 1.18515
C -0.50909 0.24574 -0.49328
N -0.81886 1.65198 -0.28816
C -1.46281 -0.68655 0.10943
O 0.43102 0.86652 2.03445
N -1.08311 -0.82660 1.34180
H -0.35198 1.43721 2.03275
H 0.02212 2.21631 -0.36734
H -1.46863 1.97819 -0.99916
H -2.26412 -1.25032 -0.35698
H 2.23884 -0.47635 0.67096
H 1.66428 -1.40062 2.05870
H 1.19029 -1.90007 0.42126
H -0.52737 0.29606 -2.65578
H 1.08503 0.34108 -1.94104
H 0.18737 -1.17817 -1.97167
*
```



Going by the energies, (Q) is most stable and the next is 79.8 kcal/mol up.



(P)
DFT (the ωB97M-V functional and the def2-TZVPD basis) results for a single C5H10N2O molecule.

Calculated values
* structure (SMILES): C=N[C@H](N)OC(=C)C
* E_HOMO: -9.25 eV
* Kohn-Sham gap: 10.232 eV

```
! wB97M-V def2-TZVPD RIJCOSX def2/J DEFGRID3
* xyz 0 1
C -0.28056 -0.06889 -2.41019
C -0.68434 -0.11490 -0.96857
C 1.68301 -0.79560 1.28661
C -1.21301 -1.21119 -0.40748
N 1.64695 0.31812 0.65678
H 0.14081 -1.02531 -2.73694
H -1.14749 0.16389 -3.03709
H 0.47919 0.70078 -2.58054
H 2.59122 -1.41696 1.23439
H 0.85825 -1.20584 1.89307
H -1.54310 -1.22266 0.62410
H -1.34331 -2.12414 -0.97924
N -0.25899 1.00796 2.04417
C 0.42671 1.11758 0.76388
O -0.54641 1.07905 -0.29616
H -1.19576 0.69086 1.80143
H -0.40450 1.95592 2.38424
H 0.79133 2.15132 0.72756
*
```



(Q)
DFT (the ωB97M-V functional and the def2-TZVPD basis) results for a molecular structure, C5H10N2O.

Calculated values
* E_HOMO (alpha / beta): -6.48 / -6.48 eV
* Kohn-Sham gap (alpha / beta): 6.580 / 6.581 eV

```
! wB97M-V def2-TZVPD RIJCOSX def2/J DEFGRID3
* xyz 0 1
N 0.67639 -0.56952 1.41096
C 0.52240 -1.92305 -0.61652
C -0.12526 -1.23267 0.42915
O 1.52157 -1.45639 -1.29356
H 1.49806 -0.16338 -1.31884
H 1.49947 -1.08891 1.68406
H 0.10623 -0.27362 2.19578
H 0.00247 -2.77756 -1.06292
H -1.02548 -1.72246 0.79721
C 0.20545 1.49025 -0.57927
C -0.92514 0.56895 -0.37894
C -1.84596 1.12058 0.51618
N 1.31836 1.10330 -1.09795
H 2.11540 1.72827 -1.02501
H 0.10257 2.49576 -0.18005
H -1.24917 0.05218 -1.28294
H -1.66813 2.07152 0.98904
H -2.72923 0.57675 0.81362
*
```



(R)
DFT (the ωB97M-V functional and the def2-TZVPD basis) results for a molecular structure, C5H10N2O.

Calculated values
* E_HOMO (alpha / beta): -7.91 / -7.91 eV
* Kohn-Sham gap (alpha / beta): 8.903 / 8.901 eV

```
! wB97M-V def2-TZVPD RIJCOSX def2/J DEFGRID3
* xyz 0 1
C 2.57943 0.22620 0.50685
C 2.28543 -0.24684 -0.69027
C -0.90881 -0.76744 -0.99329
C -1.04037 0.39724 -0.08669
C -2.57104 0.74888 -0.17972
N -0.80603 -1.85790 -0.43079
N -0.51059 -0.12447 1.19928
O -0.74366 -1.39818 1.33905
H 2.98523 -0.29162 1.30152
H 2.25108 1.27572 0.81468
H 2.50958 -1.25970 -0.97840
H 1.81660 0.29658 -1.60435
H -0.42769 1.24499 -0.27856
H -3.25605 -0.17543 -0.23828
H -2.82687 1.28293 -1.03246
H -2.96064 1.45636 0.61864
H -0.85608 -2.85268 -0.58774
H 0.44026 0.26216 1.42362
*
```



Going by the energies, (P) is most stable and the next is 49.6 kcal/mol up.



(P)
DFT (the ωB97M-V functional and the def2-TZVPD basis) results for a gas-phase ion, C4H13N3 (charge +2).

Calculated values
* E_HOMO (alpha / beta): -19.37 / -19.19 eV
* Kohn-Sham gap (alpha / beta): 7.310 / 6.855 eV

```
! wB97M-V def2-TZVPD RIJCOSX def2/J DEFGRID3
* xyz 2 1
C -0.97848 -1.96673 0.11145
C -1.24033 0.35012 -0.42801
C 1.95683 2.23733 -0.13341
C 1.07313 1.32529 -0.78950
N -1.64283 -0.71177 0.35922
N -1.01550 -2.78549 1.22361
N 0.20503 0.47974 -0.03586
H -1.42003 -2.51886 -0.71026
H 0.12892 -1.86994 -0.13794
H -1.23953 -0.09322 -1.46727
H -1.88317 1.28196 -0.08496
H 1.80557 2.32266 0.98105
H 3.13496 1.92303 -0.20094
H 1.94828 3.34698 -0.52609
H 1.60838 0.62714 -1.44620
H 0.58228 1.82967 -1.61480
H -1.52528 -0.48289 1.33983
H -1.11002 -3.78080 1.14221
H -1.25670 -2.44221 2.07584
H 0.29375 0.72177 1.02408
*
```



(Q)
DFT (the ωB97M-V functional and the def2-TZVPD basis) results for 2 unconnected molecules or ions with the total composition C4H13N3.

Calculated values
* E_HOMO: -17.13 eV
* Kohn-Sham gap: 6.748 eV

```
! wB97M-V def2-TZVPD RIJCOSX def2/J DEFGRID3
* xyz 2 1
C -0.92369 0.00913 -0.00550
C -0.77781 -1.34926 -0.41031
C 0.79072 -1.13727 -0.04138
C 1.42616 0.09251 -0.22729
N 1.04207 0.97042 -1.23397
N 1.05978 -2.22347 1.04010
N -2.01805 2.85901 0.59061
H -1.59815 0.66705 -0.54562
H -0.98906 0.18935 1.09211
H -0.81585 -1.65339 -1.46956
H -1.55805 -1.92999 0.25722
H 2.04267 0.69313 0.52551
H 0.26180 0.84296 -1.86645
H 1.61717 1.73436 -1.51868
H 2.00588 -2.50778 0.71155
H 0.96546 -1.87004 1.98433
H 0.44639 -2.99558 0.96847
H -2.95630 3.08544 0.11391
H -1.27300 3.12423 -0.07324
H -1.82781 3.68783 1.15024
*
```



Going by the energies, (Q) is most stable and the next is 7.9 kcal/mol up.



(P)
DFT (the ωB97M-V functional and the def2-TZVPD basis) results for 2 unconnected molecules or ions with the total composition C8H17N2.

Calculated values
* E_HOMO: -10.94 eV
* Kohn-Sham gap: 5.859 eV

```
! wB97M-V def2-TZVPD RIJCOSX def2/J DEFGRID3
* xyz 1 1
C 0.24850 -3.47868 -0.81441
C 0.63335 -2.33854 -0.85223
C 1.77752 -0.75394 -2.52689
C 1.35046 -0.81614 1.18698
C 2.56331 0.69094 -0.22259
C -2.80354 2.60108 0.48452
C -2.44167 0.31944 1.43285
C 1.34143 -1.20430 -1.16642
N 1.67804 -0.39625 -0.16391
N -3.38260 1.27927 0.80214
H -0.20914 -4.36168 -0.55974
H 2.77153 -0.19392 -2.50340
H 1.95493 -1.53772 -3.19358
H 0.98649 -0.05736 -2.79304
H 1.34742 -0.02094 2.00708
H 0.48309 -1.51436 1.42086
H 2.09908 -1.56941 1.46712
H 2.99529 0.96925 0.69080
H 3.35150 0.38775 -0.93332
H 2.08436 1.59712 -0.74669
H -3.59392 3.22707 -0.03843
H -2.51979 3.23235 1.28634
H -1.91142 2.46031 -0.18252
H -1.62602 0.97228 1.65939
H -2.89161 -0.25546 2.23964
H -2.05356 -0.45934 0.68643
H -4.23303 1.22116 1.33302
*
```



(Q)
DFT (the ωB97M-V functional and the def2-TZVPD basis) results for a gas-phase ion, C8H17N2 (charge +1).

Calculated values
* structure (SMILES): C=C[C@@]1(C)N(C)CC[N@H+]1C
* E_HOMO: -12.64 eV
* Kohn-Sham gap: 9.997 eV

```
! wB97M-V def2-TZVPD RIJCOSX def2/J DEFGRID3
* xyz 1 1
C -0.18622 1.93778 -1.63913
C 0.40600 1.57428 -0.53807
C -0.78517 -1.67691 -0.72826
C 0.65050 -1.41783 -0.99733
C -0.04388 0.36489 0.39180
C -0.18521 0.77052 1.83172
C -2.49907 -0.22882 0.32733
C 2.47351 -0.21711 0.24483
N -1.17238 -0.34566 -0.28297
N 1.04157 -0.68263 0.25974
H 0.36512 2.77264 -2.09462
H -1.07377 1.42851 -1.84744
H 1.19205 2.22722 -0.33609
H -1.41354 -2.02539 -1.52561
H -1.17591 -2.27792 0.15320
H 1.23303 -2.34745 -1.10768
H 0.81968 -0.74550 -1.75173
H -0.77701 1.67190 2.00158
H 0.86162 0.95575 2.22775
H -0.83533 0.15283 2.28789
H -2.64847 0.67074 1.00062
H -3.19009 -0.10016 -0.36259
H -2.62230 -1.15674 0.96070
H 3.10043 -0.93568 -0.38094
H 2.63933 0.66227 -0.44111
H 2.73068 0.10739 1.20028
H 1.09485 -1.13891 1.14614
*
```



Going by the energies, (Q) is most stable and the next is 26.8 kcal/mol up.